Entry 1:
Computed, not measured: a 2-piece molecular cluster, C20H30BrN4O4PS overall, with ωB97M-V with the def2-TZVPD basis set.

## Properties
LUMO level ... -1.15 eV
Gap between HOMO and LUMO ... 7.00 eV
Largest force on an atom ... 9.17 eV/A
SMILES string ... NC(N)(N)Cc1ccc2c(c1)N(Br)c1ccccc1S2.CCOP(=O)(OCC)OCC

Positions of all 61 atoms, in Å:
1 Br -5.73 3.62 1.89
2 S -6.16 4.33 -1.46
3 P 3.97 -3.23 1.67
4 O 3.24 -4.69 1.76
5 O 5.38 -4.04 2.06
6 O 4.51 -3.28 0.09
7 O 2.76 -2.38 1.37
8 N -0.72 0.99 -1.33
9 N 0.77 2.52 -2.48
10 N 1.45 1.54 -0.43
11 N -5.05 2.45 0.55
12 C -4.41 4.08 -1.20
13 C 6.11 -1.59 -0.59
14 C -6.73 2.64 -1.26
15 C 0.95 -4.96 1.06
16 C 6.52 -3.33 2.53
17 C 1.90 -4.82 2.23
18 C -3.46 4.73 -1.94
19 C -1.77 3.54 -0.70
20 C -4.07 3.16 -0.22
21 C 0.29 2.05 -1.18
22 C -0.32 3.23 -0.37
23 C -6.47 0.60 -0.09
24 C -2.14 4.44 -1.67
25 C -6.09 1.91 -0.28
26 C 6.17 -2.20 3.48
27 C -7.43 0.05 -0.90
28 C -7.71 2.11 -2.06
29 C -8.06 0.79 -1.86
30 C 4.68 -2.09 -0.67
31 C -2.75 2.89 0.03
32 H 1.03 -4.12 0.38
33 H 1.19 -5.86 0.49
34 H 6.28 -0.78 -1.31
35 H 7.15 -4.05 3.06
36 H -8.16 2.75 -2.81
37 H -0.30 2.94 0.69
38 H -3.75 5.42 -2.72
39 H -0.09 -5.03 1.41
40 H 1.62 -3.98 2.87
41 H 6.33 -1.20 0.41
42 H 5.54 -2.56 4.30
43 H -7.70 -1.00 -0.76
44 H 3.99 -1.31 -0.36
45 H 0.92 3.52 -2.43
46 H 4.44 -2.35 -1.70
47 H 1.14 1.20 0.48
48 H -0.58 0.49 -2.21
49 H 1.86 -5.72 2.85
50 H -2.47 2.17 0.79
51 H 1.80 0.72 -0.92
52 H -0.64 0.35 -0.55
53 H 5.62 -1.41 2.96
54 H 6.82 -2.39 -0.79
55 H 7.07 -1.75 3.90
56 H -5.98 0.02 0.70
57 H 0.27 4.15 -0.48
58 H -1.38 4.95 -2.26
59 H 0.05 2.36 -3.17
60 H 7.10 -2.96 1.68
61 H -8.82 0.37 -2.52

natural (NBO) charges, unit e, in atom order: 0.150, 0.290, 2.353, -0.799, -0.688, -0.809, -0.953, -0.865, -0.835, -0.837, -0.520, -0.194, -0.630, -0.198, -0.630, -0.077, -0.058, -0.217, 0.001, 0.178, 0.407, -0.440, -0.209, -0.199, 0.174, -0.649, -0.217, -0.207, -0.198, -0.069, -0.200, 0.219, 0.210, 0.217, 0.194, 0.225, 0.210, 0.227, 0.208, 0.181, 0.188, 0.219, 0.217, 0.185, 0.365, 0.180, 0.346, 0.367, 0.177, 0.222, 0.361, 0.366, 0.205, 0.212, 0.234, 0.229, 0.216, 0.206, 0.362, 0.180, 0.218



Entry 2:
Computed, not measured: C20H30CdN4O4S as an isolated structure, with ωB97M-V with the def2-TZVPD basis set.

## Properties
LUMO level ... -5.46 eV
Gap between HOMO and LUMO ... 8.58 eV
Largest force on an atom ... 0.66 eV/A
Charge ... +2

Positions of all 60 atoms, in Å:
1 Cd -0.21 0.18 0.01
2 S -1.71 3.46 3.23
3 O -1.05 -1.81 1.27
4 O -1.30 1.43 -1.40
5 O 1.38 -0.15 -1.71
6 O -1.00 -1.56 -1.47
7 N 1.44 0.14 1.49
8 N 2.35 0.98 3.31
9 N -0.82 1.74 1.60
10 N -2.93 2.33 -2.63
11 C 1.27 -1.40 -2.37
12 C -0.83 -2.98 0.49
13 C -0.74 -2.00 2.65
14 C -4.32 2.37 -3.09
15 C 0.12 1.85 2.59
16 C -0.20 2.75 3.56
17 C 2.63 -0.53 1.72
18 C 2.65 0.49 -1.83
19 C -3.50 0.46 -1.17
20 C 3.24 -1.59 1.04
21 C -1.48 -2.76 -0.86
22 C 5.03 -1.50 2.67
23 C 4.44 -0.47 3.37
24 C 4.43 -2.06 1.53
25 C 3.22 0.00 2.87
26 C -2.51 1.45 -1.73
27 C 1.31 1.01 2.47
28 C -1.95 3.25 -3.20
29 C -1.83 2.53 1.81
30 C -0.19 -1.67 -2.65
31 H -3.80 -0.25 -1.94
32 H -2.44 3.93 -3.88
33 H 0.31 -2.28 2.78
34 H -4.63 1.41 -3.50
35 H -2.68 2.61 1.15
36 H -1.38 -2.78 3.07
37 H 0.25 -3.17 0.39
38 H -0.94 -1.06 3.16
39 H -3.05 -0.09 -0.35
40 H 2.96 0.53 -2.87
41 H 0.37 3.02 4.44
42 H 3.42 -0.03 -1.25
43 H -4.99 2.64 -2.28
44 H -2.55 -2.63 -0.70
45 H 5.97 -1.90 3.02
46 H -1.17 2.71 -3.74
47 H -4.41 0.96 -0.82
48 H 2.53 1.50 -1.45
49 H 2.50 1.57 4.12
50 H 4.93 -2.88 1.04
51 H -0.56 -0.91 -3.34
52 H 4.89 -0.04 4.25
53 H -1.46 3.83 -2.41
54 H -0.31 -2.66 -3.10
55 H -1.32 -3.63 -1.50
56 H -1.29 -3.85 0.97
57 H -4.41 3.12 -3.86
58 H 2.78 -2.03 0.17
59 H 1.72 -2.20 -1.76
60 H 1.80 -1.37 -3.33

natural (NBO) charges, unit e, in atom order: 1.732, 0.585, -0.604, -0.805, -0.618, -0.608, -0.658, -0.489, -0.562, -0.373, -0.093, -0.097, -0.253, -0.417, 0.049, -0.399, 0.154, -0.252, -0.712, -0.244, -0.086, -0.179, -0.205, -0.190, 0.096, 0.699, 0.384, -0.411, -0.118, -0.084, 0.259, 0.227, 0.188, 0.218, 0.243, 0.204, 0.180, 0.196, 0.223, 0.201, 0.269, 0.193, 0.215, 0.205, 0.244, 0.219, 0.250, 0.205, 0.440, 0.238, 0.209, 0.241, 0.220, 0.210, 0.211, 0.212, 0.238, 0.211, 0.177, 0.213



Entry 3:
Computed, not measured: C20H30ClN3O3 in the gas phase, with ωB97M-V with the def2-TZVPD basis set.

## Properties
LUMO level ... 0.36 eV
Gap between HOMO and LUMO ... 9.95 eV
Largest force on an atom ... 0.15 eV/A
SMILES string ... CC[C@H](C)[C@@H](CC(=O)N[C@@]1(CO)CC[C@H](C)C1)NC(=O)c1cncc(Cl)c1
ΔE to the lowest compared entry with this formula, charge and spin ... 4.0 kJ/mol

Positions of all 57 atoms, in Å:
1 Cl -4.91 1.95 -1.85
2 O 0.60 -0.97 -1.54
3 O -1.28 1.85 1.39
4 O -0.88 -0.17 4.70
5 N -2.85 -0.75 -3.88
6 N -0.13 -0.05 1.90
7 N 0.47 1.25 -1.11
8 C -0.01 0.09 -1.60
9 C 4.15 2.33 -2.94
10 C -3.80 0.07 -3.44
11 C -0.61 -2.82 1.10
12 C -2.32 -1.06 1.28
13 C -1.83 -0.29 3.65
14 C 1.60 1.32 -0.20
15 C 3.26 1.44 -2.09
16 C 3.90 2.26 0.21
17 C -2.37 1.01 -1.76
18 C 2.77 2.11 -0.80
19 C 1.11 1.88 1.14
20 C -1.25 -0.88 2.37
21 C -0.42 -4.33 0.99
22 C -3.60 0.95 -2.39
23 C -0.70 -2.30 2.53
24 C -1.91 -2.31 0.46
25 C -0.22 1.25 1.51
26 C -1.66 -0.70 -3.28
27 C -1.37 0.16 -2.23
28 H -4.77 0.02 -3.93
29 H 4.22 1.28 0.57
30 H 0.23 -2.33 0.60
31 H -2.22 1.66 -0.91
32 H 4.77 2.74 -0.24
33 H 0.25 -2.35 3.07
34 H 4.48 1.81 -3.84
35 H -0.42 -1.02 4.79
36 H -1.76 -2.09 -0.60
37 H -2.20 0.71 3.46
38 H 2.39 1.14 -2.69
39 H -1.24 -4.86 1.49
40 H -3.28 -1.23 1.77
41 H -0.41 -4.64 -0.06
42 H 1.85 1.71 1.92
43 H 0.94 2.96 1.06
44 H -2.43 -0.15 0.69
45 H -0.90 -1.38 -3.63
46 H 2.39 3.11 -1.06
47 H 1.92 0.28 -0.07
48 H 0.52 -4.65 1.44
49 H -2.67 -0.92 3.96
50 H 3.62 3.23 -3.25
51 H -1.43 -2.89 3.09
52 H 3.61 2.86 1.07
53 H -2.68 -3.07 0.53
54 H 3.78 0.51 -1.83
55 H 0.79 -0.41 2.04
56 H -0.13 2.07 -1.16
57 H 5.05 2.65 -2.41

natural (NBO) charges, unit e, in atom order: 0.019, -0.629, -0.659, -0.714, -0.396, -0.624, -0.617, 0.676, -0.603, 0.024, -0.227, -0.413, -0.069, -0.041, -0.398, -0.616, -0.198, -0.202, -0.502, 0.100, -0.597, -0.071, -0.410, -0.402, 0.704, 0.073, -0.173, 0.207, 0.203, 0.219, 0.257, 0.218, 0.200, 0.215, 0.460, 0.223, 0.209, 0.213, 0.198, 0.212, 0.217, 0.228, 0.230, 0.234, 0.215, 0.192, 0.227, 0.206, 0.160, 0.202, 0.211, 0.211, 0.202, 0.200, 0.396, 0.405, 0.199



Entry 4:
Computed, not measured: C20H30FNO in the gas phase, with ωB97M-V with the def2-TZVPD basis set.

## Properties
LUMO level ... 0.82 eV
Gap between HOMO and LUMO ... 9.03 eV
Largest force on an atom ... 0.55 eV/A
SMILES string ... OC[C@@]1(Cc2ccccc2F)CCCN(CC2CCCCC2)C1
ΔE to the lowest compared entry with this formula, charge and spin ... 5.5 kJ/mol

Positions of all 53 atoms, in Å:
1 F -0.97 1.56 -2.05
2 O -0.92 -3.86 -0.64
3 N 0.66 -1.79 0.40
4 C 2.61 0.63 1.03
5 C -1.73 1.84 -0.96
6 C 0.34 -1.72 1.83
7 C 3.25 1.98 0.70
8 C 4.79 0.86 -0.92
9 C -1.07 -1.19 2.06
10 C 2.69 -0.31 -0.17
11 C -1.64 3.11 -0.42
12 C -2.57 0.86 -0.45
13 C -2.42 3.42 0.68
14 C -1.69 -2.83 -1.20
15 C 4.71 1.80 0.28
16 C -3.36 1.22 0.64
17 C -2.03 -1.84 1.07
18 C 2.08 -1.70 0.08
19 C -2.61 -0.52 -1.05
20 C -1.64 -1.52 -0.38
21 C -3.29 2.48 1.20
22 C -0.20 -0.98 -0.43
23 C 4.15 -0.48 -0.59
24 H 0.16 -1.03 -1.46
25 H 2.23 -2.29 -0.83
26 H -2.72 -3.21 -1.25
27 H -0.19 0.08 -0.13
28 H 2.70 2.45 -0.11
29 H 3.13 0.18 1.88
30 H -1.36 -2.62 -2.23
31 H 1.57 0.80 1.31
32 H 0.41 -2.74 2.23
33 H -2.36 4.41 1.11
34 H -0.97 3.82 -0.86
35 H -3.62 -0.92 -0.98
36 H 5.28 1.38 1.11
37 H 1.06 -1.10 2.39
38 H -3.91 2.73 2.04
39 H -3.05 -1.52 1.27
40 H 4.28 1.32 -1.77
41 H 2.63 -2.19 0.89
42 H -0.11 -3.44 -0.31
43 H 3.19 2.64 1.57
44 H -1.99 -2.92 1.21
45 H -4.05 0.49 1.04
46 H 2.15 0.16 -1.01
47 H -2.35 -0.45 -2.11
48 H 4.21 -1.14 -1.46
49 H 5.84 0.71 -1.20
50 H -1.37 -1.43 3.09
51 H 5.15 2.77 0.03
52 H 4.70 -0.96 0.22
53 H -1.10 -0.11 1.95

natural (NBO) charges, unit e, in atom order: -0.335, -0.742, -0.501, -0.403, 0.393, -0.209, -0.394, -0.392, -0.414, -0.241, -0.278, -0.086, -0.199, -0.050, -0.396, -0.186, -0.415, -0.183, -0.419, -0.046, -0.225, -0.233, -0.394, 0.211, 0.191, 0.172, 0.182, 0.194, 0.194, 0.152, 0.206, 0.188, 0.218, 0.230, 0.220, 0.192, 0.186, 0.216, 0.204, 0.194, 0.197, 0.491, 0.206, 0.229, 0.214, 0.199, 0.226, 0.207, 0.207, 0.218, 0.207, 0.193, 0.202



- Look up the largest force on an atom of the second one.
  0.66 eV/A